1.
DFT (ωB97M-V/def2-TZVPD) results for a 6-piece molecular cluster, C34H59BrN8O2P overall at a distorted geometry.

Computed properties:
Total energy in eV: -131540.250
ΔE to the lowest compared entry with this formula, charge and spin in kJ/mol: 1569.8
Total charge: +1
Kohn-Sham gap in eV: 7.397

Last column: Löwdin charge in e.
Element x y z (Å)
Br1 0.027 -5.588 -3.910  0.23
P1 -1.095 -4.022 -2.642  0.64
O1 -2.772 -4.504 -2.755  -0.39
O2 3.250 -4.625 1.363  -0.13
N1 1.850 8.329 1.406  0.10
N2 -3.186 0.498 0.547  0.11
N3 -6.700 2.017 3.556  0.10
N4 -0.127 -3.285 1.504  -0.04
N5 0.760 5.113 3.954  0.13
N6 -1.193 -5.459 -0.281  -0.03
N7 3.388 -1.231 -1.353  -0.13
N8 -3.201 -3.835 -7.525  0.09
C1 -2.244 3.115 0.528  -0.18
C2 -7.991 -0.790 1.308  -0.12
C3 -6.567 1.631 2.363  -0.17
C4 -0.760 -2.996 0.158  -0.30
C5 6.260 -2.461 -0.778  -0.02
C6 -0.358 -5.306 -9.169  -0.27
C7 1.959 -0.778 -1.559  -0.22
C8 -0.986 3.218 1.392  -0.27
C9 -0.429 -4.245 -0.850  -0.40
C10 -0.830 6.675 5.616  -0.18
C11 -1.397 -4.267 -9.597  -0.19
C12 -0.735 -5.845 1.109  -0.12
C13 4.548 -4.034 0.999  -0.17
C14 -7.677 0.445 0.470  -0.28
C15 5.571 7.463 1.344  -0.12
C16 0.039 5.821 4.708  -0.11
C17 -0.662 -4.563 2.132  -0.17
C18 4.939 6.949 2.634  -0.28
C19 -2.759 1.684 0.539  -0.12
C20 -0.426 -1.507 -0.440  -0.16
C21 7.316 -3.665 1.611  -0.05
C22 3.540 6.367 2.420  -0.21
C23 -6.407 1.166 0.925  -0.21
C24 -2.383 -4.031 -8.464  -0.16
C25 -2.067 7.150 4.851  -0.27
C26 2.617 7.439 1.866  -0.17
C27 1.090 -0.960 -0.142  -0.15
C28 -1.721 8.000 3.633  -0.11
C29 -1.235 2.841 2.849  -0.12
C30 0.452 -4.869 -7.952  -0.12
C31 3.542 -2.737 -1.421  -0.20
C32 5.832 -4.318 2.000  0.01
C33 7.504 -2.758 0.249  -0.07
C34 4.781 -3.114 -0.362  -0.05
H1 -2.635 8.340 3.135  0.08
H2 -8.889 -1.288 0.930  0.07
H3 3.137 6.001 3.370  0.08
H4 4.069 -0.725 -1.960  0.11
H5 5.586 6.177 3.064  0.11
H6 -0.910 -3.320 -9.854  0.12
H7 1.998 0.402 -1.729  0.13
H8 0.131 -4.861 2.974  0.15
H9 -2.702 7.736 5.525  0.11
H10 -2.017 3.407 -0.503  0.12
H11 -8.180 -0.531 2.355  0.07
H12 0.327 -5.492 -10.004  0.11
H13 -1.181 -6.277 -0.955  0.17
H14 6.579 7.842 1.539  0.07
H15 -1.940 -3.022 0.341  0.17
H16 -0.247 7.531 5.974  0.12
H17 -0.622 -1.374 -1.588  0.09
H18 5.646 6.663 0.598  0.08
H19 3.052 -5.442 0.798  0.11
H20 -2.657 6.285 4.524  0.11
H21 -1.131 6.082 6.487  0.12
H22 -1.142 7.434 2.897  0.06
H23 -3.027 3.782 0.906  0.12
H24 8.552 -2.262 -0.033  0.09
H25 -8.532 1.132 0.517  0.11
H26 1.430 -1.319 -2.453  0.11
H27 -0.606 4.244 1.350  0.11
H28 5.618 -4.949 2.965  0.09
H29 3.877 -3.074 -2.516  0.13
H30 0.973 0.112 0.368  0.12
H31 -1.178 -0.756 0.104  0.09
H32 -0.202 2.567 0.987  0.10
H33 0.902 -3.485 1.354  0.09
H34 1.716 -1.604 0.608  0.11
H35 4.993 8.285 0.910  0.07
H36 -0.855 -6.257 -8.941  0.11
H37 4.893 7.772 3.358  0.11
H38 -2.978 -4.641 -3.727  0.07
H39 -1.940 -4.620 -10.479  0.12
H40 -0.183 -4.735 -7.071  0.03
H41 3.576 5.525 1.720  0.11
H42 0.718 -4.567 -0.816  0.14
H43 -2.203 -5.135 -0.195  0.18
H44 -0.316 2.957 3.434  0.04
H45 2.558 -3.341 -1.196  0.09
H46 -1.667 -4.357 2.717  0.14
H47 -1.553 1.799 2.949  0.07
H48 0.975 -3.926 -8.148  0.08
H49 -7.163 -1.507 1.275  0.07
H50 -5.540 0.499 0.856  0.06
H51 0.266 -6.487 1.071  0.15
H52 -6.218 2.035 0.285  0.11
H53 6.365 -1.819 -1.775  0.10
H54 -2.005 3.482 3.294  0.07
H55 -7.563 0.145 -0.577  0.11
H56 -1.141 8.884 3.923  0.08
H57 8.194 -3.869 2.378  0.09
H58 -1.567 -6.579 1.546  0.16
H59 1.200 -5.628 -7.701  0.07



2.
DFT (ωB97M-V/def2-TZVPD) results for C34H60BN3OP3Ru as an isolated structure at a distorted geometry.

Computed properties:
Total energy in eV: -73863.008
ΔE to the lowest compared entry with this formula, charge and spin in kJ/mol: 0.0
Total charge: +2
Kohn-Sham gap (spin up / spin down) in eV: 5.703 / 6.287
Multiplicity: 2

Last column: Löwdin spin population.
Element x y z (Å)
Ru1 0.027 -0.159 0.366  1.06
P1 -1.694 -1.856 0.865  -0.03
P2 -2.433 1.453 -0.096  -0.03
P3 2.705 -0.012 0.489  -0.01
O1 0.988 -2.447 0.209  0.00
N1 1.777 2.482 0.510  0.00
N2 -0.395 3.063 0.540  -0.01
N3 1.135 -4.395 1.351  0.00
C1 -4.333 1.588 1.896  0.00
C2 -1.699 -4.255 -2.405  0.00
C3 4.723 -0.083 2.493  0.00
C4 -2.046 -4.606 0.339  0.00
C5 -4.251 1.794 0.364  0.00
C6 0.342 4.180 0.118  0.00
C7 3.927 -0.574 -0.820  0.00
C8 -2.218 -5.675 -0.532  0.00
C9 -4.685 3.231 0.067  0.00
C10 1.681 3.822 0.100  0.00
C11 4.204 -2.072 -0.685  0.00
C12 -0.057 5.459 -0.249  0.00
C13 3.249 -0.414 2.244  0.00
C14 -2.092 1.518 -1.949  0.00
C15 -1.685 -3.359 -0.161  -0.01
C16 1.184 -3.679 0.221  0.00
C17 3.186 -0.310 -2.148  0.00
C18 1.492 -4.468 -1.023  0.00
C19 3.022 1.793 0.450  0.00
C20 2.267 5.997 -0.661  0.00
C21 -1.512 -3.189 -1.537  0.00
C22 -0.612 1.213 -2.142  0.03
C23 -3.502 -1.678 0.864  0.00
C24 -2.888 0.387 -2.619  0.00
C25 -1.815 3.036 0.586  0.00
C26 -1.376 -2.259 2.615  0.00
C27 -2.045 -5.503 -1.900  0.00
C28 -2.411 2.861 -2.603  0.00
C29 -5.217 0.842 -0.363  0.00
C30 2.665 4.723 -0.285  0.00
C31 0.924 6.358 -0.644  0.00
C32 3.004 -1.888 2.580  0.00
C33 5.257 0.177 -0.792  0.00
C34 2.343 0.422 3.161  0.01
B1 0.476 1.966 0.785  -0.03
H1 -0.329 -2.100 2.867  0.00
H2 -3.472 3.101 -2.539  0.00
H3 1.421 -3.829 -1.897  0.00
H4 -2.174 3.085 1.613  0.00
H5 -1.237 -2.214 -1.925  0.00
H6 -4.854 -0.177 -0.433  0.00
H7 -3.833 -0.823 1.439  0.00
H8 -3.905 2.432 2.440  0.00
H9 3.067 0.759 -2.347  0.00
H10 5.015 0.907 2.142  0.00
H11 -1.098 5.762 -0.221  0.00
H12 -4.177 3.967 0.692  0.00
H13 -0.406 1.040 -3.202  0.00
H14 -3.952 0.608 -2.674  0.00
H15 0.782 -5.292 -1.120  0.00
H16 -1.978 -1.580 3.217  0.00
H17 0.945 -3.955 2.233  0.00
H18 -5.382 1.514 2.192  0.00
H19 -5.438 1.200 -1.368  0.00
H20 3.287 -2.627 -0.536  0.00
H21 3.508 2.044 -0.491  0.00
H22 -3.854 -1.594 -0.160  0.00
H23 -2.186 -6.342 -2.572  0.00
H24 5.158 1.262 -0.794  0.00
H25 0.038 2.015 -1.799  0.00
H26 -2.218 -4.757 1.399  0.00
H27 -2.236 3.873 0.042  0.00
H28 4.910 -0.117 3.570  0.00
H29 -3.916 -2.588 1.299  0.00
H30 -1.666 -3.281 2.852  0.00
H31 -5.753 3.298 0.298  0.00
H32 5.869 -0.108 0.064  0.00
H33 3.716 4.454 -0.277  0.00
H34 -2.157 2.810 -3.666  0.00
H35 4.884 -2.280 0.145  0.00
H36 3.009 6.723 -0.968  0.00
H37 2.195 -0.769 -2.147  0.00
H38 -6.165 0.818 0.181  0.00
H39 -2.760 -0.564 -2.086  0.00
H40 -3.828 0.690 2.242  0.00
H41 -2.530 0.245 -3.642  0.00
H42 5.807 -0.096 -1.697  0.00
H43 0.642 7.364 -0.932  0.00
H44 -1.834 3.680 -2.168  0.00
H45 2.496 -4.894 -0.962  0.00
H46 3.527 -2.571 1.910  0.00
H47 2.518 1.497 3.069  0.00
H48 2.530 0.141 4.202  0.00
H49 -1.582 -4.114 -3.473  0.00
H50 -2.510 -6.642 -0.140  0.00
H51 1.938 -2.103 2.536  0.00
H52 5.377 -0.821 2.024  0.00
H53 3.354 -2.083 3.598  0.00
H54 4.680 -2.437 -1.599  0.00
H55 1.289 0.235 2.950  0.01
H56 1.328 -5.383 1.348  0.00
H57 3.691 2.089 1.257  0.00
H58 -0.359 0.274 -1.634  0.01
H59 3.756 -0.738 -2.977  0.00
H60 -4.564 3.508 -0.979  0.00